Entry 1:
Below is a structure of composition C38H51AsCl3GaN2O3Si in a non-equilibrium geometry, with properties calculated with ωB97M-V with the def2-TZVPD basis set.

The calculation puts the calculated total energy at -208019.1472 eV. As for the charge: 0. The HOMO energy comes out at -0.2941 Ha. The spin multiplicity is 1. The value obtained for the energy relative to the best compared isomer or geometry (same formula, charge and spin) is 1.802 eV.

The geometry in XYZ format:
```
100
Properties=species:S:1:pos:R:3:forces:R:3:mulliken_charge:R:1
C 2.5035 -2.4415 -6.5317 -0.151 -0.033 0.593 -1.374
C 2.2362 -1.5047 -7.6822 0.241 -1.127 -1.267 0.899
H 1.8530 -3.3343 -6.5666 0.115 0.481 -0.053 0.368
H 2.3213 -1.9190 -5.5901 0.073 -0.201 0.007 0.091
H 3.5369 -2.8523 -6.5080 -0.400 0.491 -0.164 0.262
C 2.1282 -2.0416 -8.9094 0.223 0.605 -0.642 -0.524
C 2.2594 -3.4761 -9.3166 -0.038 -0.909 0.149 -1.461
H 2.0743 -1.3888 -9.7979 0.069 -0.215 0.719 0.413
H 1.6726 -4.1846 -8.6982 0.367 0.386 -0.082 0.285
H 3.3230 -3.8026 -9.2808 -0.556 0.108 0.026 0.272
H 1.9072 -3.6351 -10.3489 0.189 0.179 0.326 0.376
Ga 2.5744 1.2606 -4.6759 -0.628 -0.589 -1.554 0.300
Cl 2.9090 -0.2780 -3.2474 0.289 0.054 0.484 -0.348
Cl 3.6401 3.0309 -5.3227 0.194 0.348 0.639 -0.399
C 0.7527 3.0830 -3.4249 -0.454 -0.924 -0.861 -0.112
O 0.7950 1.9632 -4.0153 0.232 0.692 0.952 -0.091
N -0.3308 3.6242 -2.8855 0.242 -0.080 0.214 0.306
C -1.5452 2.9254 -2.4528 0.048 0.057 -0.153 -0.725
C -0.2983 5.0589 -2.6310 0.227 0.960 0.176 -0.964
H 1.6622 3.6813 -3.3987 -0.048 0.386 -0.056 0.340
H -1.3238 2.0069 -1.9318 0.320 -0.350 0.057 0.335
H -2.2096 2.7035 -3.2723 -0.146 -0.026 -0.388 0.104
H -2.0551 3.5972 -1.7641 -0.001 -0.179 -0.024 0.371
H 0.5604 5.3125 -1.9873 -0.303 0.008 -0.244 0.372
H -1.2219 5.3588 -2.1026 0.602 -0.176 -0.350 0.320
H -0.2261 5.6457 -3.5725 -0.081 -0.427 0.576 0.318
H -1.0023 -4.6364 0.6983 -0.186 -0.183 -0.196 0.280
H -1.3659 -3.2282 -2.9041 -0.386 0.026 0.350 0.154
C -1.9186 -4.3665 0.1557 0.421 0.344 0.386 -0.701
C -2.1434 -3.4157 -2.1462 -0.492 -0.032 -0.172 -0.673
N -1.6271 -3.2995 -0.8002 0.333 -0.012 -0.165 0.199
H -2.6301 -4.0209 0.9136 -0.114 -0.170 -0.186 0.213
C -1.0623 -2.1341 -0.4157 -0.693 0.935 -0.104 -0.219
O -1.0941 -1.0819 -1.0624 0.284 -1.292 0.429 -0.605
H -2.9970 -2.7373 -2.2944 0.335 -0.003 -0.168 0.256
H -0.6441 -2.1809 0.6099 0.071 -0.028 -0.260 0.489
H -2.3249 -5.2370 -0.3781 0.272 0.337 0.291 0.321
H -2.5286 -4.4337 -2.2324 0.146 0.123 -0.328 0.303
O 2.2740 0.4678 -6.2737 -0.897 0.088 1.643 -0.190
C 2.4330 0.0022 -7.5531 0.794 -0.200 0.217 0.168
C 0.6288 0.4164 -9.3598 -0.224 0.208 -0.659 0.310
C 1.6239 0.8704 -8.5031 -0.424 0.664 -0.804 0.237
H 0.2938 -0.5994 -9.2268 -0.042 0.029 -0.364 0.792
C 0.0680 1.2159 -10.3814 -0.100 -0.075 0.471 -1.278
H 3.5196 0.1004 -7.7887 -0.440 0.338 -0.333 0.230
C 1.8611 2.2448 -8.5587 0.745 0.929 -0.190 -0.026
H -0.6701 0.7650 -11.0550 0.251 0.194 0.291 0.345
C 0.4134 2.5663 -10.5071 0.084 -0.553 0.318 -0.417
C 1.3182 3.0702 -9.5625 -0.526 -0.161 0.345 -0.807
H 2.5250 2.7068 -7.8058 -0.293 -0.349 -0.559 0.154
H -0.0517 3.2052 -11.2785 0.437 -0.419 0.490 0.358
H 1.5146 4.1418 -9.5786 0.223 -0.260 0.151 0.386
Si -2.1372 -0.0624 -6.1420 1.322 2.482 -0.791 0.604
Cl -1.3537 -1.7580 -5.3613 0.897 -0.890 0.590 -0.242
C -2.2219 -0.5566 -7.9369 -0.478 0.528 -0.168 -1.124
C -1.1915 1.6031 -6.4904 0.133 -0.186 0.110 -0.456
C -3.2049 0.4706 -4.7120 -0.875 -0.897 -0.314 -1.069
H -2.1309 0.3058 -8.5970 -0.088 0.000 0.155 0.267
H -3.0564 -1.1047 -8.2600 -1.329 -0.956 -0.405 0.526
H -1.3661 -1.1870 -8.1266 0.371 -0.185 0.222 0.173
H -4.0412 -0.2053 -4.6025 -0.398 -0.275 0.256 0.408
H -3.6111 1.4479 -4.8306 -0.306 0.881 -0.220 0.400
H -2.6543 0.4349 -3.7735 0.367 -0.149 -0.149 0.131
H -1.2973 1.8957 -7.5667 0.150 -0.343 0.902 0.315
H -0.1105 1.4952 -6.2800 -0.531 0.361 -0.065 -0.323
H -1.6596 2.4167 -5.8898 0.589 -0.458 -0.167 0.397
C -2.3159 4.4504 4.2136 0.204 -0.142 -0.119 -0.389
C -1.0757 4.4707 3.5389 -0.401 -0.152 0.165 -0.566
C -0.6434 3.3262 2.8587 -0.461 0.230 0.295 -0.720
C -1.4214 2.1566 2.8518 -0.065 0.429 0.104 0.227
C -2.6415 2.1406 3.5244 -0.129 0.653 0.268 0.300
C -3.0984 3.2826 4.2030 0.323 0.416 -0.021 -0.714
As -0.6402 0.6106 1.9428 -0.145 -0.204 0.294 0.329
C 0.5205 0.1421 3.4516 0.241 -0.105 0.096 -0.018
C 1.8214 -0.3010 3.1541 -0.419 0.111 0.314 -0.536
C 2.6776 -0.6546 4.2026 -0.113 0.030 -0.229 -0.450
C 2.2531 -0.5865 5.5312 0.011 -0.019 -0.649 -0.530
C 0.9673 -0.1494 5.8107 -0.743 0.309 -0.084 -0.574
C 0.0882 0.2328 4.7852 0.706 -0.246 -0.129 -0.061
C -2.0991 -0.6800 2.3075 0.423 0.737 -0.577 0.178
C -1.9501 -1.7450 3.1829 -0.438 -0.032 -0.084 0.145
C -3.0264 -2.6009 3.3923 -0.468 -0.163 -0.161 -0.680
C -4.2280 -2.4233 2.6968 0.057 0.095 0.003 -0.628
C -4.3404 -1.3739 1.7736 -0.070 -0.080 0.057 -0.619
C -3.2762 -0.4947 1.5705 -0.093 -0.672 0.453 -0.436
H -2.6550 5.3497 4.7547 0.164 -0.586 -0.343 0.341
H -0.4555 5.3812 3.5550 -0.355 -0.551 -0.028 0.364
H 0.3132 3.3368 2.3443 -0.041 0.010 0.019 0.409
H -3.2532 1.2481 3.5423 0.035 -0.025 -0.031 0.319
H -4.0616 3.2731 4.7370 0.546 -0.070 -0.329 0.370
H 2.1367 -0.3594 2.0992 -0.054 -0.005 0.658 0.410
H 3.6793 -0.9874 3.9629 0.036 -0.027 0.089 0.384
H 2.9231 -0.8839 6.3280 -0.032 0.049 -0.003 0.390
H 0.6176 -0.0924 6.8384 0.113 -0.018 -0.090 0.379
H -0.9219 0.5911 5.0127 0.436 -0.160 -0.030 0.410
H -1.0121 -1.9078 3.7010 -0.111 0.045 0.032 0.404
H -2.9353 -3.4156 4.1021 0.008 0.004 -0.052 0.356
H -5.0788 -3.1017 2.8684 0.523 0.392 -0.099 0.340
H -5.2687 -1.2394 1.2160 0.235 -0.049 0.141 0.412
H -3.3633 0.3119 0.8452 0.052 -0.113 0.141 0.434
```
Forces are in eV/Å.

---

Entry 2:
Below is a structure of composition C38H51BBrIrN6O3S4, with properties calculated with ωB97M-V with the def2-TZVPD basis set.

The calculation puts the calculated total energy at -172193.9325 eV. As for the charge: +3. The HOMO energy (spin up / spin down) comes out at -0.5765 / -0.5763 Ha. The spin multiplicity is 2. The value obtained for the energy relative to the best compared isomer or geometry (same formula, charge and spin) is 0.628 eV.

The geometry in XYZ format:
```
105
Properties=species:S:1:pos:R:3:forces:R:3:mulliken_charge:R:1
Ir -0.0034 -0.1559 -0.0007 -0.784 -0.390 0.348 1.652
C 4.7066 0.9383 -2.0042 -0.004 0.026 0.017 -1.806
C 3.6165 0.1489 -2.6530 -0.012 -0.037 -0.086 0.537
C 3.8013 -0.5916 -3.8019 0.035 0.008 -0.026 -0.381
C 2.7511 -1.3258 -4.3759 -0.032 -0.087 0.006 -0.345
N 1.5473 -1.3372 -3.8063 0.014 0.013 0.078 -0.382
N 1.3729 -0.6475 -2.7075 0.004 -0.055 0.154 0.495
B -0.0915 -0.5199 -2.1797 0.184 0.024 -0.055 0.422
N -0.9260 -1.8097 -2.4700 0.075 0.082 -0.044 0.466
N -1.3700 -1.9206 -3.7144 -0.097 -0.072 0.041 -0.261
C -2.1275 -2.9632 -4.0059 0.040 0.086 -0.049 -0.047
C -2.4502 -3.9178 -3.0182 -0.027 -0.043 0.040 -0.374
C -1.9936 -3.7995 -1.7278 -0.042 0.031 -0.101 0.179
C -2.3300 -4.7647 -0.6372 -0.002 -0.028 0.020 -1.889
C -1.2053 -2.6632 -1.4919 0.180 0.095 0.078 0.918
S -0.5063 -2.2876 0.0809 0.239 -0.341 -0.074 -0.391
C -2.6423 -3.0985 -5.4242 -0.001 -0.022 0.033 2.124
C -2.1591 -1.9445 -6.2982 0.009 0.022 -0.021 -1.894
C -2.1247 -4.4288 -5.9966 -0.006 -0.002 -0.018 -1.522
C -4.1788 -3.1096 -5.3810 -0.015 0.007 -0.023 -1.735
N -0.7136 0.6915 -2.9075 -0.162 0.141 0.283 0.973
N -0.1097 1.2676 -3.9437 -0.137 -0.041 -0.028 -0.578
C -0.7264 2.2935 -4.4853 0.034 -0.032 -0.064 0.022
C -1.9995 2.7132 -4.0174 -0.079 -0.006 0.029 -0.376
C -2.5968 2.1399 -2.9254 0.113 -0.071 -0.014 -0.261
C -3.9011 2.5632 -2.3366 -0.014 0.050 0.007 -1.689
C -1.8298 1.1200 -2.3342 0.221 -0.240 0.123 0.996
S -2.1219 0.3506 -0.7857 -0.522 0.612 -0.560 -0.612
C -0.0428 3.0312 -5.6187 0.000 0.018 0.044 1.948
C 0.0610 4.5149 -5.2242 -0.005 -0.003 -0.037 -1.733
C -0.8940 2.8756 -6.8875 -0.010 0.011 -0.014 -1.585
C 1.3568 2.4757 -5.8691 0.021 -0.008 0.027 -1.929
C 2.3224 0.0815 -2.1173 -0.059 0.057 -0.005 1.022
S 1.8825 0.8914 -0.6458 0.326 0.195 -0.209 -0.462
C 2.8703 -2.1210 -5.6636 0.018 0.035 0.024 2.152
C 2.0657 -1.3643 -6.7356 0.024 0.035 -0.012 -1.155
C 2.2729 -3.5201 -5.4571 -0.004 -0.011 0.031 -1.345
C 4.3261 -2.2445 -6.1108 -0.001 -0.040 -0.047 -2.271
H 5.6246 0.8697 -2.5821 0.002 -0.005 0.001 0.435
H 4.9057 0.5642 -0.9980 0.007 0.007 0.002 0.417
H 4.4343 1.9922 -1.9211 -0.018 -0.003 0.000 0.392
H 4.7785 -0.6133 -4.2641 -0.004 0.015 -0.015 0.589
H -3.0889 -4.7506 -3.2830 0.026 -0.022 -0.001 0.509
H -2.8920 -5.6080 -1.0306 -0.003 0.004 -0.003 0.410
H -2.9358 -4.2803 0.1311 0.008 0.003 0.004 0.400
H -1.4278 -5.1488 -0.1587 0.007 0.006 0.000 0.417
H -1.0708 -1.9198 -6.3614 0.000 -0.006 0.009 0.164
H -2.4997 -0.9784 -5.9222 -0.018 -0.006 0.011 0.356
H -2.5555 -2.0759 -7.3043 0.000 0.002 -0.002 0.554
H -1.0337 -4.4660 -5.9972 0.003 0.012 -0.003 0.219
H -2.4645 -4.5295 -7.0270 -0.006 -0.004 0.000 0.482
H -2.5002 -5.2927 -5.4462 0.001 0.003 0.007 0.386
H -4.5726 -2.1924 -4.9391 0.005 0.005 -0.002 0.357
H -4.5745 -3.9604 -4.8248 0.006 0.002 0.010 0.372
H -4.5635 -3.1828 -6.3978 0.001 -0.007 -0.002 0.477
H -2.4901 3.5380 -4.5183 -0.001 0.005 0.009 0.525
H -4.2799 3.4575 -2.8256 0.002 -0.004 -0.002 0.450
H -3.7887 2.7679 -1.2689 -0.009 -0.004 0.000 0.367
H -4.6473 1.7738 -2.4451 0.006 -0.007 0.012 0.353
H -0.9138 5.0028 -5.1882 -0.002 -0.002 0.013 0.383
H 0.6576 5.0437 -5.9669 -0.012 0.004 -0.009 0.478
H 0.5444 4.6350 -4.2522 0.021 -0.006 -0.018 0.312
H -1.8937 3.2959 -6.7672 -0.002 -0.004 0.006 0.361
H -0.9933 1.8264 -7.1718 0.013 -0.005 -0.001 0.290
H -0.4167 3.4052 -7.7117 0.000 0.007 0.001 0.476
H 1.9976 2.5970 -4.9926 -0.009 0.005 0.003 0.266
H 1.8092 3.0212 -6.6965 0.010 -0.002 0.000 0.593
H 1.3273 1.4184 -6.1303 -0.019 -0.010 -0.011 0.219
H 1.0417 -1.1776 -6.4096 -0.011 -0.025 0.016 -0.046
H 2.0364 -1.9608 -7.6474 0.010 0.001 -0.001 0.552
H 2.5351 -0.4093 -6.9773 -0.005 0.010 0.006 0.297
H 1.2571 -3.4689 -5.0644 -0.012 0.016 -0.035 0.004
H 2.8834 -4.1147 -4.7753 -0.012 0.007 0.018 0.397
H 2.2429 -4.0366 -6.4160 0.031 -0.014 0.005 0.473
H 4.7760 -1.2760 -6.3365 -0.009 0.003 -0.012 0.466
H 4.3636 -2.8304 -7.0284 0.006 -0.006 0.005 0.405
H 4.9412 -2.7611 -5.3711 -0.003 0.007 0.011 0.501
O 1.0830 -0.5446 1.8061 0.315 0.111 -0.163 -0.939
S 0.3180 -0.4299 3.1702 -0.139 0.039 -0.037 0.373
C 1.3786 -1.3260 4.3168 -0.042 -0.067 0.059 -0.699
C 1.3819 -0.4691 5.5771 -0.015 0.024 -0.028 -0.689
C 1.5896 0.9747 5.1117 0.007 -0.011 -0.001 -0.767
C 0.7022 1.1995 3.8806 0.070 -0.005 -0.003 -0.138
H 2.3558 -1.3710 3.8320 0.007 0.018 -0.004 0.310
H 0.9776 -2.3290 4.4453 0.029 -0.007 0.010 0.484
H 2.1710 -0.8034 6.2484 0.000 0.010 0.010 0.384
H 0.4363 -0.5755 6.1125 -0.006 0.006 -0.008 0.326
H 2.6348 1.1377 4.8498 0.005 -0.028 -0.010 0.305
H 1.3325 1.6851 5.8947 0.023 0.011 -0.003 0.380
H 1.1756 1.7618 3.0769 -0.024 0.035 0.007 0.093
H -0.2574 1.6634 4.1065 0.000 -0.037 0.020 0.392
Br -2.5034 2.8774 2.3065 -0.039 0.010 -0.041 -0.129
C -1.3734 4.2710 1.6916 -0.016 -0.062 0.092 0.068
C -1.5862 5.5184 2.2528 -0.010 -0.017 -0.012 -0.591
C -0.8236 6.6055 1.8482 0.016 -0.014 -0.001 -0.595
C 0.1437 6.4593 0.8642 -0.010 0.012 -0.001 -0.842
C 0.3448 5.2191 0.2915 -0.023 0.057 -0.040 -0.479
C -0.3960 4.1045 0.7034 0.146 0.107 -0.145 0.293
C -0.0379 2.8300 0.0517 -0.411 -0.382 0.177 0.972
O 0.4194 2.8055 -1.1096 0.274 -0.112 0.122 -0.544
O -0.2101 1.7448 0.7458 0.313 0.297 0.057 -0.755
H -2.3535 5.6393 3.0043 0.005 0.003 0.009 0.497
H -0.9930 7.5698 2.3082 -0.010 0.006 -0.015 0.432
H 0.7324 7.3076 0.5449 0.007 -0.004 0.005 0.440
H 1.0901 5.0880 -0.4814 -0.003 -0.002 0.017 0.477
```
Forces are in eV/Å.